No. 1
Computed, not measured: a 3-piece molecular cluster, C14H29N5O4P2S2 overall in a non-equilibrium geometry, with wB97M-V/def2-TZVPD.

Positions of all 56 atoms, in Å:
1 C -2.0578 4.0425 2.7936
2 N -1.7232 4.1317 1.3219
3 C -0.3563 3.5761 0.9904
4 C -2.8161 3.5881 0.4307
5 O -2.7331 3.9246 -0.8870
6 C -4.1069 2.6889 0.8915
7 P -3.7470 0.7900 0.9779
8 C -2.5950 0.5421 2.4874
9 C -2.2548 -1.0210 2.8466
10 S -0.9294 -1.8116 1.7856
11 C 0.3854 -0.5858 1.2597
12 N 0.7064 -0.4846 -0.2323
13 N 1.7462 0.4446 -0.4561
14 C 2.0774 0.9842 0.9505
15 O 1.2327 0.3551 2.0110
16 P -5.7420 -0.1201 1.3446
17 S -5.6410 -2.0855 1.1536
18 H -1.7174 3.0562 3.3246
19 H -3.1928 4.2517 3.0149
20 H -1.4622 4.9314 3.3218
21 H 0.3886 4.5042 0.9648
22 H 0.0817 2.8257 1.7741
23 H -0.3092 3.1051 -0.0984
24 H -4.9442 2.8139 0.0511
25 H -4.6151 3.0399 1.8925
26 H -3.1045 1.0857 3.4176
27 H -1.5999 1.1166 2.2546
28 H -3.2198 -1.7043 2.7666
29 H -1.9240 -1.0719 3.9816
30 H 2.9381 1.7886 1.0866
31 H -6.7294 0.4412 0.4218
32 H -6.1296 0.2792 2.7011
33 C 0.1426 -1.0668 -3.8363
34 N 1.3704 -0.3472 -3.5946
35 C 2.4215 -0.1582 -4.4425
36 C 2.3404 -0.7563 -5.8183
37 O 3.3983 0.4880 -4.0681
38 H -0.6895 -0.3717 -3.6998
39 H 0.0670 -1.8659 -3.0948
40 H 0.1006 -1.4940 -4.8389
41 H 1.5027 0.0868 -2.6883
42 H 3.2531 -0.5185 -6.3724
43 H 2.2516 -1.8435 -5.7496
44 H 1.4886 -0.3368 -6.3597
45 C 3.3088 -3.1457 -1.0851
46 N 3.3300 -2.5829 0.2440
47 C 3.9329 -3.0773 1.3627
48 C 4.6853 -4.3729 1.2503
49 O 3.8489 -2.4611 2.4235
50 H 3.7502 -2.4162 -1.7686
51 H 2.2659 -3.3133 -1.3651
52 H 3.8592 -4.0850 -1.1487
53 H 2.8444 -1.7077 0.4033
54 H 5.1079 -4.6335 2.2250
55 H 4.0084 -5.1737 0.9420
56 H 5.5053 -4.2692 0.5351

Output
LUMO level	-0.774	eV
orbital gap	8.24	eV
largest force on an atom	8.4	eV/Å
SMILES	CN(C)C(=O)CP(CCSc1nnco1)[PH2]=S.CNC(C)=O.CNC(C)=O
total charge	0

Atomic partial charges in e from the Löwdin method, atoms 1 to 2:
1 C -0.12
2 N -0.18


No. 2
Computed, not measured: C14H29N7ScSe as an isolated structure in a non-equilibrium geometry, with wB97M-V/def2-TZVPD.

Positions of all 52 atoms, in Å:
1 Sc 0.2349 -0.1906 0.0048
2 C 2.5628 1.5493 1.3136
3 N 1.1903 1.7548 0.7880
4 C 0.4156 2.3924 1.8780
5 C 1.2625 2.7341 -0.3349
6 C 1.6707 2.0534 -1.6372
7 N 0.7604 0.9232 -1.9729
8 C 1.4049 0.1782 -3.0787
9 C -0.4947 1.4953 -2.5221
10 H 3.0049 2.5098 1.6019
11 H 3.2169 1.1055 0.5613
12 H 2.5381 0.9215 2.2074
13 H 0.8907 3.3322 2.1779
14 H 0.3767 1.7359 2.7494
15 H -0.6025 2.6153 1.5534
16 H 1.9912 3.5217 -0.1017
17 H 0.2861 3.2167 -0.4489
18 H 2.6932 1.6724 -1.5553
19 H 1.6621 2.7911 -2.4506
20 H 1.6224 0.8545 -3.9111
21 H 0.7485 -0.5997 -3.4643
22 H 2.3461 -0.2666 -2.7577
23 H -0.2766 2.1180 -3.3978
24 H -0.9924 2.1204 -1.7789
25 H -1.1703 0.6975 -2.8388
26 N -0.5939 -1.9907 -1.1806
27 C -0.6691 -3.3253 -0.5025
28 C 0.7121 -3.8878 -0.1847
29 C 1.4824 -3.1311 0.8889
30 N 1.8904 -1.7611 0.4411
31 H -1.5501 -1.7949 -1.5087
32 H -0.0633 -2.1764 -2.0422
33 H -1.1815 -4.0392 -1.1576
34 H -1.2638 -3.2286 0.4127
35 H 1.3067 -3.9559 -1.0990
36 H 0.5775 -4.9111 0.1693
37 H 2.3777 -3.7100 1.1386
38 H 0.8765 -3.0318 1.7965
39 H 2.5399 -1.9343 -0.3370
40 H 2.4913 -1.4088 1.1963
41 Se -1.2153 -1.6983 3.4915
42 N -2.7860 -1.0639 3.5106
43 C -3.0281 -0.2870 2.4614
44 C -4.2023 0.4225 2.1457
45 C -4.1808 1.1540 0.9795
46 C -3.0445 1.1788 0.1578
47 N -1.9075 0.5286 0.4163
48 C -1.9143 -0.1861 1.5670
49 N -0.8175 -0.8676 1.9346
50 H -5.0637 0.3872 2.7960
51 H -5.0483 1.7221 0.6784
52 H -3.0669 1.7602 -0.7552

Output
LUMO level	-11.099	eV
orbital gap	8.21	eV
largest force on an atom	1.6	eV/Å
total charge	+3

Atomic partial charges in e from the Löwdin method, atoms 1 to 2:
1 Sc 1.19
2 C -0.05


No. 3
Computed, not measured: one molecule with the formula C14H29NO2, with wB97M-V/def2-TZVPD.

Positions of all 46 atoms, in Å:
1 C -1.1324 3.4725 -1.9918
2 O -0.8071 2.7623 -0.8225
3 C 0.5601 2.8260 -0.4700
4 C 1.5255 2.0842 -1.3870
5 C 1.7177 0.5930 -1.0489
6 C 1.0481 -0.3700 -2.0257
7 C -0.4475 -0.1609 -2.2805
8 C -1.4379 -0.8815 -1.3592
9 C -2.8745 -0.5289 -1.8641
10 O -3.4976 0.2669 -0.8672
11 C -2.9483 -0.1903 0.3583
12 C -1.4626 -0.4145 0.1073
13 C -0.9156 -1.4044 1.1562
14 C 0.4983 -1.1263 1.6483
15 C 0.8558 -1.8704 2.9292
16 C 2.3567 -1.8446 3.2255
17 N 2.7645 -2.9385 4.1293
18 H -2.2093 3.3925 -2.1196
19 H -0.8689 4.5300 -1.8889
20 H -0.6532 3.0579 -2.8821
21 H 0.8563 3.8765 -0.3656
22 H 0.6115 2.3781 0.5239
23 H 1.2391 2.1781 -2.4361
24 H 2.4896 2.5881 -1.2973
25 H 2.7869 0.3739 -1.0552
26 H 1.3734 0.4159 -0.0316
27 H 1.1932 -1.3989 -1.6839
28 H 1.5700 -0.2802 -2.9811
29 H -0.7080 0.8988 -2.2788
30 H -0.6614 -0.5335 -3.2860
31 H -1.3317 -1.9634 -1.4544
32 H -2.8640 0.0658 -2.7774
33 H -3.4860 -1.4155 -2.0701
34 H -3.4079 -1.1613 0.5875
35 H -3.1436 0.5444 1.1342
36 H -0.9396 0.5420 0.1633
37 H -0.9562 -2.4053 0.7232
38 H -1.5849 -1.3935 2.0207
39 H 1.2130 -1.4198 0.8730
40 H 0.6216 -0.0524 1.8119
41 H 0.3459 -1.3927 3.7699
42 H 0.5371 -2.9120 2.8915
43 H 2.6263 -0.8703 3.6411
44 H 2.9077 -1.9277 2.2851
45 H 3.5556 -3.4255 3.7346
46 H 3.0846 -2.5645 5.0109

Output
LUMO level	0.877	eV
orbital gap	10.21	eV
largest force on an atom	1.0	eV/Å
SMILES	COCCCCC[C@@H]1COC[C@H]1CCCCN
total charge	0
energy relative to the best compared isomer or geometry (same formula, charge and spin)	0.0	kJ/mol

Atomic partial charges in e from the Löwdin method, atoms 1 to 2:
1 C -0.11
2 O -0.21


> orbital gap of number 2 (C14H29N7ScSe)?

8.21 eV


> Among the records above, which one has the highest orbital gap?

C14H29NO2


> orbital gap of number 1 (C14H29N5O4P2S2)?

8.24 eV